# 1
111
Properties=species:S:1:pos:R:3 method="wB97M-V/def2-TZVPD" lumo_energy_ha=-0.0267 total_energy_ha=-4424.6786 homo_ev=-6.7 orbital_gap_ev=5.9400 smiles="CC[C@H](F)[C@](O)(O[C@@H](CC(=O)I)P(O)Cl)[C@H](O[C@H](I)c1ccccn1)P(C)C.O=C1CCCO1.O=C1CCCO1.O=C1CCCO1.O=C1CCCO1.O=C1CCCO1"
I -1.463 -3.215 -0.542
I -0.250 0.142 1.448
Cl 0.528 2.376 -4.104
P 0.500 5.141 -0.762
P -1.518 1.825 -3.656
F -2.134 5.143 1.170
O 3.223 -4.188 3.296
O -5.855 2.663 -1.542
O 0.394 3.174 1.129
O -2.665 -4.963 -6.661
O 5.305 3.288 0.625
O -3.969 -3.478 -5.510
O 3.491 -2.015 2.635
O -0.155 -1.668 -2.833
O 6.111 1.209 0.117
O -6.123 0.490 -0.880
O -1.884 0.606 -4.844
O 0.412 -5.754 3.655
O -2.180 1.926 -0.865
O -0.643 -3.812 3.067
O -1.965 4.311 -1.535
N 0.939 2.392 3.954
C -2.353 3.714 0.857
C -2.892 -4.016 -5.704
C -0.014 3.319 -0.289
C -1.200 -1.559 -2.007
C 3.372 1.443 2.879
C -1.613 3.228 -0.566
C 2.953 -5.422 2.633
C -1.330 -5.449 -6.531
C 1.558 5.166 -2.354
C 6.228 2.493 0.567
C 2.854 -3.706 1.026
C -4.593 2.174 1.292
C -1.283 -3.086 5.188
C 7.633 2.757 1.016
C -0.116 -4.698 3.962
C -7.105 -0.365 -2.816
C -3.997 3.559 0.586
C 8.392 1.628 0.366
C -1.477 1.148 -1.874
C -6.393 -0.744 -1.544
C 7.357 0.536 0.290
C 1.347 6.022 0.705
C -6.492 0.972 -3.151
C -0.582 -4.367 -5.798
C -1.645 -3.776 -4.907
C -2.275 -0.323 -1.940
C 3.211 -3.175 2.381
C -1.076 -2.645 3.763
C -0.242 -4.163 5.356
C 1.108 1.911 1.367
C 4.186 1.363 4.288
C -6.135 1.503 -1.796
C 2.241 -5.042 1.361
C 1.846 1.925 2.873
C 1.722 2.297 5.218
C 3.221 1.815 5.521
H -5.580 0.864 -3.745
H 1.906 1.641 0.542
H 1.102 2.645 6.180
H -4.483 4.450 1.207
H 2.515 5.963 0.543
H 7.534 -0.136 -0.555
H -1.721 -4.309 -3.955
H 3.629 1.789 6.627
H 9.291 1.333 0.913
H -8.176 -0.238 -2.618
H 2.139 -3.052 0.522
H 2.334 -6.057 3.273
H 7.676 2.701 2.108
H -2.283 -3.522 5.300
H 0.674 2.646 -0.950
H -2.740 3.941 -2.061
H 7.983 3.731 0.665
H 7.309 -0.055 1.210
H 0.990 5.653 1.758
H -1.482 -2.709 -4.742
H -1.189 -2.269 5.910
H 5.291 0.996 4.404
H -4.284 3.641 -0.545
H 2.263 4.243 -2.500
H -0.362 0.852 -1.604
H -0.908 -5.636 -7.523
H -7.013 -1.379 -0.903
H -0.235 -3.608 -6.509
H -3.117 -0.347 -2.752
H 3.903 -5.930 2.442
H -2.833 -0.426 -0.890
H 1.170 -4.915 1.559
H -2.130 2.974 1.751
H -1.999 -2.268 3.314
H 0.289 -4.740 -5.251
H -3.881 1.721 2.104
H 2.352 -5.786 0.567
H -5.443 -1.253 -1.735
H 1.045 7.169 0.627
H 2.170 6.175 -2.421
H 3.766 -3.814 0.432
H -7.207 1.626 -3.655
H 0.722 -3.752 5.669
H -1.385 -0.237 -4.635
H -6.994 -1.108 -3.609
H 3.910 1.145 1.876
H 8.694 1.924 -0.647
H -5.637 2.353 1.829
H -4.669 1.351 0.432
H -1.354 -6.391 -5.973
H -0.300 -1.877 3.674
H -0.575 -4.939 6.048
H 0.814 5.192 -3.287

***

# 2
17
Properties=species:S:1:pos:R:3 method="wB97M-V/def2-TZVPD" lumo_energy_ha=0.0309 total_energy_ha=-401.1123 homo_ev=-9.5 orbital_gap_ev=10.3694 smiles="C[C@@H]1N=C[C@H](O)[C@H]1O"
O 2.676 -0.007 0.464
O 0.178 2.114 -0.230
N -0.349 -1.532 -0.315
C 0.923 -1.383 -0.321
C -0.893 -0.159 -0.332
C -2.146 -0.135 0.471
C 1.546 0.013 -0.354
C 0.294 0.774 0.090
H -2.291 0.913 0.794
H 2.534 -0.340 1.368
H -1.984 -0.779 1.330
H 1.870 0.297 -1.379
H -0.045 2.201 -1.161
H -3.047 -0.496 -0.018
H 0.267 0.709 1.188
H -1.114 -0.002 -1.418
H 1.581 -2.187 -0.176

***

# 3
82
Properties=species:S:1:pos:R:3 method="wB97M-V/def2-TZVPD" lumo_energy_ha=0.1955 s_squared=0.760 spin_multiplicity=2 total_energy_ha=-3495.6066 homo_ev=0.4 orbital_gap_ev=4.9014 charge=-3
V 0.418 -0.513 0.135
O -0.664 -1.329 -0.663
O 0.577 2.345 -4.035
O -0.522 5.491 1.889
O 1.047 1.096 -0.697
O 2.179 -3.894 0.475
O -4.522 -2.058 -3.549
O -0.687 -4.178 0.781
O 2.512 -0.328 6.130
O -6.292 -1.017 0.090
O -0.004 -2.183 -3.526
O 2.135 -1.387 -0.483
O 1.005 -2.297 4.617
O 0.818 -1.799 1.726
O 0.406 5.793 -0.557
O 3.762 2.119 -0.846
O -1.986 3.294 -3.745
O -5.806 3.589 -0.895
O -0.158 0.723 1.391
O -0.586 -4.708 -2.814
O 2.392 -1.279 -5.210
O 5.359 -1.169 3.590
O -1.975 0.521 -3.368
O 3.007 1.190 3.084
O -0.562 -0.551 6.001
O -2.207 -0.611 3.229
O 4.320 -0.887 1.102
O -4.909 1.362 0.385
C 2.542 -1.017 -1.764
C -4.363 1.640 -0.713
C 0.835 3.500 -0.841
C -0.415 4.542 1.225
C -0.142 2.002 1.041
C -0.647 3.125 1.653
C -2.747 1.293 -2.655
C 0.650 2.250 -0.308
C -4.743 3.053 -1.372
C -3.781 3.559 -2.264
C -2.748 2.807 -2.893
C 0.300 4.699 -0.146
C -3.382 0.785 -1.488
H 1.796 -0.551 -2.356
H 3.418 -1.011 0.781
H 0.004 -3.922 -2.896
H -1.553 -0.253 2.567
H 3.236 -0.189 -1.631
H -0.381 -1.593 -4.213
H -0.365 -1.669 -2.747
H 0.358 -1.896 5.247
H 0.516 -1.871 2.657
H -1.210 2.967 2.534
H -1.354 -4.426 -3.311
H 2.327 -2.166 -5.532
H -3.865 4.612 -2.555
H -5.901 -1.158 -0.782
H 0.249 0.000 6.098
H 5.648 -1.021 2.695
H 4.412 -0.918 3.493
H 3.122 -4.056 0.672
H -1.328 -3.531 1.139
H -3.661 -2.278 -3.902
H -0.802 -4.037 -0.167
H -3.065 -0.581 2.818
H -0.382 2.588 -3.851
H 2.952 0.482 5.797
H 3.371 1.062 2.197
H 0.514 1.378 -4.089
H 3.387 2.689 -0.156
H 1.245 3.545 -1.823
H 2.119 1.516 2.848
H -1.051 -0.249 5.212
H -4.258 -1.131 -3.262
H 2.240 -3.119 -0.174
H 1.736 -1.248 -4.468
H 2.961 1.893 -1.295
H 1.070 -3.204 4.854
H 4.638 -0.456 0.270
H -5.773 -0.269 0.430
H -3.070 -0.176 -1.096
H 3.014 -1.823 -2.336
H 2.314 -0.819 5.323
H 0.956 -2.681 1.297